Below is a molecular structure, C4H46BO31 at a distorted geometry, with properties calculated with the ωB97M-V functional and the def2-TZVPD basis.

Calculated values
- Total charge: -1
- Largest force on an atom: 6.74 eV/A
- Energy above the lowest of the compared OMol25 structures with the same formula, charge and spin: 91.8 kJ/mol
- Gap between HOMO and LUMO: 0.3150 hartree

Last column: Mulliken charge in e.
Element x y z (Å)
O: 3.283 1.249 0.519  -0.215
C: 2.118 1.064 0.346  -0.062
O: 1.499 -0.048 0.459  0.127
B: 0.108 0.242 0.173  -0.040
O: 0.036 1.694 -0.155  0.492
C: 1.163 2.111 0.100  0.998
O: 1.375 3.312 0.015  -1.100
O: -0.785 -0.180 1.235  0.268
C: -1.644 -0.986 0.756  0.226
O: -2.414 -1.518 1.521  -0.639
C: -1.391 -1.134 -0.634  0.795
O: -0.337 -0.542 -0.974  0.108
O: -1.854 -1.960 -1.407  -0.750
O: 5.198 -0.010 -1.538  -0.709
H: 4.818 -0.842 -1.165  0.451
H: 4.551 0.692 -1.381  0.265
O: 3.010 4.728 -1.393  -0.711
H: 2.593 4.271 -0.637  0.363
H: 3.596 4.094 -1.844  0.334
O: -2.249 2.295 2.240  -0.650
H: -2.954 2.728 2.681  0.234
H: -2.098 2.883 1.510  0.245
O: -0.178 -4.580 -2.409  -0.682
H: -1.012 -5.017 -2.375  0.296
H: -0.346 -3.638 -2.369  0.299
O: -1.054 -0.903 3.971  -0.643
H: -1.755 -0.721 4.607  0.297
H: -1.448 -0.598 3.178  0.173
O: 5.564 0.315 1.767  -0.725
H: 6.000 1.137 1.715  0.254
H: 4.744 0.497 1.299  0.525
O: 1.904 -1.679 -2.273  -0.780
H: 1.173 -1.872 -2.842  0.457
H: 1.613 -1.920 -1.425  0.216
O: 0.045 4.684 2.407  -0.584
H: 0.872 5.140 2.398  0.300
H: -0.389 4.873 1.529  0.299
O: -4.229 -3.155 0.193  -0.593
H: -3.453 -3.413 0.669  0.244
H: -4.936 -3.692 0.464  0.300
O: -0.453 -2.150 -3.866  -0.769
H: -0.166 -1.504 -4.490  0.308
H: -1.185 -1.761 -3.340  0.343
O: -0.132 -3.421 2.981  -0.689
H: 0.771 -3.458 2.660  0.327
H: -0.477 -2.553 3.089  0.263
O: -3.162 -3.179 3.533  -0.676
H: -2.871 -2.579 2.800  0.608
H: -4.034 -3.554 3.463  0.287
O: -2.300 2.347 -2.400  -0.770
H: -2.404 2.122 -1.450  0.360
H: -1.455 2.781 -2.591  0.480
O: 5.303 3.031 0.447  -0.643
H: 5.736 3.223 1.303  0.272
H: 4.510 2.617 0.597  0.343
O: -3.388 1.278 -0.187  -0.636
H: -4.284 1.610 -0.381  0.288
H: -3.274 1.392 0.711  0.189
O: 0.351 3.573 -2.674  -0.769
H: 0.980 3.393 -1.971  0.252
H: -0.079 4.381 -2.399  0.301
O: -3.493 -3.424 -2.893  -0.666
H: -4.197 -3.979 -2.600  0.289
H: -3.164 -2.951 -2.109  0.477
O: 0.196 1.906 3.236  -0.637
H: 0.596 2.743 2.981  0.310
H: -0.580 1.840 2.698  0.116
O: -5.412 -0.962 0.797  -0.713
H: -4.805 -0.534 1.362  0.260
H: -4.992 -1.835 0.556  0.507
O: 1.841 0.966 -2.933  -0.739
H: 1.752 0.142 -2.496  0.371
H: 0.938 1.287 -3.078  0.321
O: -2.491 -0.099 -3.594  -0.701
H: -2.230 0.797 -3.291  0.409
H: -3.147 -0.463 -3.026  0.251
O: 4.172 -1.906 -0.179  -0.562
H: 4.127 -2.875 -0.074  0.302
H: 3.724 -1.609 0.599  0.154
O: 2.533 -2.207 2.164  -0.690
H: 2.543 -1.413 2.722  0.293
H: 3.365 -2.610 2.387  0.294

Below is a molecular structure, C4H46BO31 at a distorted geometry, with properties calculated with the ωB97M-V functional and the def2-TZVPD basis.

Calculated values
- Total charge: -1
- Largest force on an atom: 6.73 eV/A
- Energy above the lowest of the compared OMol25 structures with the same formula, charge and spin: 194.2 kJ/mol
- Gap between HOMO and LUMO: 0.3305 hartree

Last column: Mulliken charge in e.
Element x y z (Å)
O: -2.630 -1.780 0.756  -1.034
C: -1.866 -0.903 0.545  0.480
O: -0.846 -1.226 -0.070  0.682
B: -0.054 -0.011 -0.170  -0.402
O: -0.903 1.020 0.440  0.108
C: -1.949 0.473 0.832  0.313
O: -2.895 0.923 1.457  -0.773
O: 0.235 0.325 -1.569  0.266
C: 1.466 0.471 -1.674  0.617
O: 2.007 1.169 -2.501  -0.243
C: 2.108 0.072 -0.457  -0.304
O: 1.278 -0.056 0.517  0.713
O: 3.301 0.215 -0.185  -0.261
O: 5.147 1.039 1.723  -0.637
H: 5.959 0.573 1.812  0.292
H: 4.842 0.752 0.845  0.248
O: 0.757 -0.929 -4.331  -0.861
H: 1.686 -1.157 -4.151  0.242
H: 0.880 -0.851 -5.286  0.383
O: 3.350 3.509 -2.587  -0.753
H: 3.232 2.548 -2.465  0.485
H: 2.425 3.599 -2.800  0.320
O: -5.525 -1.716 1.469  -0.678
H: -5.927 -0.834 1.265  0.314
H: -4.748 -1.724 0.962  0.339
O: -0.507 1.140 -4.051  -0.887
H: 0.003 0.316 -4.210  0.422
H: 0.034 1.661 -3.444  0.320
O: -0.979 -4.379 0.684  -0.677
H: -0.667 -3.930 1.452  0.341
H: -1.576 -3.803 0.228  0.287
O: 4.735 1.047 -2.295  -0.676
H: 4.154 0.672 -1.661  0.193
H: 5.348 1.498 -1.741  0.290
O: -2.851 3.083 3.066  -0.655
H: -2.167 3.517 3.553  0.275
H: -2.589 2.125 3.138  0.330
O: -0.773 3.842 0.890  -0.777
H: -1.231 3.994 0.072  0.319
H: -1.119 3.005 1.221  0.342
O: -5.315 1.812 2.340  -0.634
H: -5.388 2.584 2.829  0.257
H: -4.422 1.692 1.949  0.567
O: -5.536 0.389 -0.484  -0.566
H: -5.503 0.233 -1.422  0.262
H: -5.021 1.181 -0.337  0.246
O: 1.919 1.542 2.708  -0.599
H: 1.745 2.117 3.432  0.233
H: 2.624 0.946 2.889  0.219
O: -2.809 -3.068 3.209  -0.666
H: -2.728 -2.644 2.315  0.383
H: -2.554 -2.438 3.901  0.258
O: -2.146 0.810 4.318  -0.710
H: -2.847 0.120 4.291  0.325
H: -1.387 0.259 4.079  0.402
O: -0.044 -2.856 -2.524  -0.484
H: 0.270 -3.635 -2.925  0.237
H: 0.265 -2.183 -3.102  0.394
O: -2.628 0.618 -2.308  -0.722
H: -2.587 -0.310 -2.070  0.185
H: -2.029 0.702 -3.011  0.464
O: 0.971 -2.734 1.972  -0.815
H: 0.627 -1.869 2.257  0.575
H: 1.132 -2.600 1.061  0.446
O: 4.886 -1.941 -0.956  -0.477
H: 4.851 -2.064 -0.040  0.290
H: 4.769 -2.838 -1.268  0.272
O: -0.061 -0.507 3.078  -1.332
H: 0.602 0.188 2.865  0.389
H: 0.168 -0.900 3.911  0.435
O: 4.494 -2.138 1.845  -0.734
H: 4.648 -2.328 2.771  0.291
H: 3.643 -1.769 1.769  0.327
O: 2.165 1.595 -5.077  -0.576
H: 2.210 1.207 -4.241  0.258
H: 2.957 1.153 -5.476  0.323
O: -2.793 -2.221 -2.427  -0.638
H: -3.082 -2.916 -1.875  0.270
H: -1.994 -2.492 -2.837  0.321
O: 1.743 2.791 0.118  -0.591
H: 0.925 3.099 0.430  0.478
H: 2.075 2.156 0.776  0.134